(1)
Here is a 2-piece molecular cluster, C4H10NO3 overall from OMol25. Energies are from ωB97M-V with the def2-TZVPD basis set.

**2S+1**: 1
**LUMO energy**: 3.6867 eV
**Kohn-Sham gap**: 6.98 eV
**Charge**: -1
**Energy above the lowest of the compared OMol25 structures with the same formula, charge and spin**: 391.8 kJ/mol

Atoms and positions in Å:
1 C -0.3785 0.7384 0.4592
2 O 0.4990 1.6515 0.6904
3 C 0.3510 -0.6765 0.1393
4 C -0.5749 -1.8291 -0.3525
5 C -0.0670 -2.0880 -1.7257
6 O -0.6366 -2.6598 -2.6523
7 N 1.0216 -1.0812 1.4430
8 H -0.9824 0.7234 1.4594
9 H -1.2261 1.0636 -0.2155
10 H 1.0430 -0.3137 -0.7157
11 H -0.5402 -2.7059 0.2622
12 H -1.6222 -1.4444 -0.5532
13 H 0.7773 -1.3580 -2.0005
14 H 0.3081 -1.0513 2.0959
15 H 1.5332 -0.1796 1.6683
16 H 0.5583 4.0890 -0.5871
17 H -0.0201 3.1394 0.5223
18 O -0.0436 3.9823 0.0624

Cartesian forces (eV/Å) of the 2 atoms listed first:
-2.20 -1.23 1.51
2.66 1.59 -0.03

Here are the Mulliken charges for atoms 1 to 4, given in e: -0.578, -0.871, 0.572, -0.523

=====

(2)
Here is a 2-piece molecular cluster, C4H10NO3 overall from OMol25. Energies are from ωB97M-V with the def2-TZVPD basis set.

**2S+1**: 1
**LUMO energy**: -3.3569 eV
**Kohn-Sham gap**: 9.29 eV
**Charge**: +1
**Energy above the lowest of the compared OMol25 structures with the same formula, charge and spin**: 219.2 kJ/mol

Atoms and positions in Å:
1 C -0.1913 -1.4915 -1.7548
2 C -0.3930 0.7832 1.2809
3 C 1.4085 1.5815 2.6572
4 C 0.1218 0.7474 2.4458
5 N -1.2432 -0.3847 -2.3351
6 O -0.8666 -2.0904 -0.7629
7 O 0.9146 -0.8430 -1.3649
8 O -0.8020 0.4783 0.2501
9 H -0.0197 -2.1494 -2.5840
10 H 1.3237 2.5537 3.1853
11 H 1.8087 1.9638 1.7664
12 H 2.0802 0.9979 3.2165
13 H -0.5461 0.3608 3.2081
14 H -2.1906 -0.6233 -2.7166
15 H -0.8614 0.3763 -2.9864
16 H -1.4452 0.1348 -1.4668
17 H 1.4867 -0.7824 -2.1370
18 H -0.5851 -1.6128 0.0981

Cartesian forces (eV/Å) of the 2 atoms listed first:
-1.06 -0.48 -0.55
0.06 -1.00 0.95

Here are the Mulliken charges for atoms 1 to 4, given in e: 0.080, 0.548, -1.107, -0.372

=====

(3)
Here is a 2-piece molecular cluster, C4H10NO3 overall from OMol25. Energies are from ωB97M-V with the def2-TZVPD basis set.

**2S+1**: 1
**LUMO energy**: -3.2673 eV
**Kohn-Sham gap**: 10.92 eV
**Charge**: +1
**Energy above the lowest of the compared OMol25 structures with the same formula, charge and spin**: 174.9 kJ/mol

Atoms and positions in Å:
1 C -0.7513 -0.9057 1.8152
2 C 0.9081 -1.0908 -0.0060
3 C 0.4117 -0.4383 1.0577
4 C -2.1294 0.9028 0.7621
5 N 1.9924 -0.3512 -0.7671
6 O -1.8749 0.0491 1.7093
7 O 0.2724 1.0966 -2.4879
8 O -1.5980 0.8342 -0.2935
9 H -1.1613 -1.7402 1.2876
10 H -0.6267 -1.1962 2.8349
11 H 0.4160 -1.9414 -0.4226
12 H 0.8910 0.4030 1.4880
13 H -2.9586 1.5562 1.1300
14 H 2.5074 -0.8733 -1.4855
15 H 2.6432 0.1990 -0.1107
16 H 1.4761 0.4097 -1.4370
17 H 0.1105 1.8740 -3.1728
18 H -0.5285 1.2125 -1.9017

Cartesian forces (eV/Å) of the 2 atoms listed first:
-2.13 0.07 -2.32
0.15 2.39 1.22

Here are the Mulliken charges for atoms 1 to 4, given in e: -0.565, -0.191, -0.175, 0.222

=====

(4)
Here is a 2-piece molecular cluster, C4H10NO4 overall from OMol25. Energies are from ωB97M-V with the def2-TZVPD basis set.

**2S+1**: 1
**LUMO energy**: 3.6396 eV
**Kohn-Sham gap**: 7.40 eV
**Charge**: -1
**Energy above the lowest of the compared OMol25 structures with the same formula, charge and spin**: 276.7 kJ/mol

Atoms and positions in Å:
1 O 0.8599 1.1201 2.2736
2 C 1.3329 1.4024 1.1841
3 N 0.9309 0.7562 0.0907
4 C -0.4041 0.1628 -0.0435
5 C -0.3998 -1.2245 -0.9191
6 O -1.6373 -1.5789 -1.3204
7 C -1.5542 1.1282 -0.6722
8 O -2.0357 0.7597 -1.9041
9 H 2.2682 2.0113 1.1284
10 H 1.3472 0.8456 -0.8402
11 H -0.7837 -0.2878 0.9137
12 H 0.2891 -0.9511 -1.6609
13 H -0.0533 -2.1123 -0.3664
14 H -2.0526 -0.3468 -1.8894
15 H -1.3021 2.2262 -0.6743
16 H -2.4305 0.9883 -0.0745
17 H 1.9058 -1.2970 0.8949
18 H 1.5004 -1.9885 2.1413
19 O 2.2190 -1.6138 1.7383

Cartesian forces (eV/Å) of the 2 atoms listed first:
-0.15 1.16 0.24
0.94 -1.16 1.44

Here are the Mulliken charges for atoms 1 to 4, given in e: -0.547, 0.010, -0.070, 0.039

=====

(5)
Here is a 2-piece molecular cluster, C4H10NO4S overall from OMol25. Energies are from ωB97M-V with the def2-TZVPD basis set.

**2S+1**: 1
**LUMO energy**: 3.6637 eV
**Kohn-Sham gap**: 8.64 eV
**Charge**: -1
**Energy above the lowest of the compared OMol25 structures with the same formula, charge and spin**: 247.7 kJ/mol

Atoms and positions in Å:
1 C -0.8093 -1.9229 -0.0249
2 C 2.0033 0.0936 1.3582
3 C -0.6824 -0.6340 -0.8288
4 C 2.7772 0.4339 0.1362
5 N -0.3421 0.4402 0.0312
6 O -2.8014 1.2837 0.4669
7 O -1.4245 2.6297 -0.9995
8 O -1.9042 -0.4115 -1.4433
9 O 3.7602 -0.0736 -0.3208
10 S -1.3011 1.6273 0.4164
11 H 0.0031 -2.0204 0.8690
12 H -0.5691 -2.9271 -0.5813
13 H -1.7886 -1.7900 0.3262
14 H 0.9695 -0.0780 0.9276
15 H 1.9220 1.0565 1.9500
16 H 2.5622 -0.7123 1.9834
17 H -0.0427 -0.7426 -1.6696
18 H 2.4124 1.1624 -0.4930
19 H -2.4959 0.0146 -0.7357
20 H -2.2485 2.5705 -1.3679

Cartesian forces (eV/Å) of the 2 atoms listed first:
4.24 -2.14 0.94
1.70 -0.18 1.20

Here are the Mulliken charges for atoms 1 to 4, given in e: -0.793, -0.343, 0.018, 0.003

=====

(6)
Here is a 3-piece molecular cluster, C4H10NOS overall from OMol25. Energies are from ωB97M-V with the def2-TZVPD basis set.

**2S+1**: 1
**LUMO energy**: 0.1730 eV
**Kohn-Sham gap**: 3.62 eV
**Charge**: -1
**Energy above the lowest of the compared OMol25 structures with the same formula, charge and spin**: 680.1 kJ/mol

Atoms and positions in Å:
1 C -0.5908 0.2947 2.0240
2 N 0.2435 -0.6006 1.5176
3 C 0.1704 -0.8074 0.1456
4 O -1.7142 -1.1859 -1.7997
5 C -1.9358 0.5312 1.7534
6 C -2.7771 -0.2737 0.8629
7 S 3.0997 1.0393 -1.6434
8 H -0.2171 0.7923 2.9276
9 H -3.7989 -0.4525 1.2328
10 H 1.1148 -0.3911 -0.3051
11 H 0.1441 -1.8490 -0.1267
12 H -0.6108 -0.2459 -0.3635
13 H 4.4224 0.8067 -1.7051
14 H -2.3151 1.3926 2.3028
15 H -2.3361 -1.2517 0.7563
16 H -2.8061 0.0697 -0.1745
17 H -1.6586 -0.7766 -2.6818

Cartesian forces (eV/Å) of the 2 atoms listed first:
0.05 0.32 0.66
-0.35 -0.19 -0.09

Here are the Mulliken charges for atoms 1 to 4, given in e: -0.061, -0.360, -0.283, -0.892

=====

(7)
Here is a 3-piece molecular cluster, C4H10NOS2 overall from OMol25. Energies are from ωB97M-V with the def2-TZVPD basis set.

**2S+1**: 1
**LUMO energy**: 2.7457 eV
**Kohn-Sham gap**: 5.07 eV
**Charge**: -1
**Energy above the lowest of the compared OMol25 structures with the same formula, charge and spin**: 0.0 kJ/mol

Atoms and positions in Å:
1 N 1.3613 0.1402 -1.5405
2 C 1.3702 1.3641 -0.9087
3 C 0.9047 -1.2955 3.7120
4 O 0.9579 -0.7796 4.7868
5 C 1.2833 1.5993 0.3958
6 S -1.3197 -0.6142 -3.8887
7 S -3.0053 -0.4863 -2.7416
8 C -2.4245 -0.4957 -1.0085
9 H 0.9683 0.1901 -2.4742
10 H 0.8577 -0.5558 -1.0085
11 H 1.5897 2.2007 -1.5756
12 H 1.2289 -0.8220 2.7677
13 H 0.5974 -2.3523 3.5671
14 H 1.0961 0.8436 1.1579
15 H 1.4044 2.6088 0.7574
16 H -1.3658 -0.7261 -1.0434
17 H -2.9777 -1.2760 -0.4767
18 H -2.5270 0.4567 -0.4782

Cartesian forces (eV/Å) of the 2 atoms listed first:
-0.25 0.07 0.00
0.56 0.17 -0.26

Here are the Mulliken charges for atoms 1 to 4, given in e: -0.527, 0.194, 0.085, -0.400

=====

(8)
Here is a 2-piece molecular cluster, C4H10NP overall from OMol25. Energies are from ωB97M-V with the def2-TZVPD basis set.

**2S+1**: 1
**LUMO energy (alpha / beta)**: 0.4270 / -0.3819 eV
**Kohn-Sham gap (alpha / beta)**: 8.20 / 7.66 eV
**Charge**: 0
**Energy above the lowest of the compared OMol25 structures with the same formula, charge and spin**: 341.1 kJ/mol

Atoms and positions in Å:
1 C 1.1644 0.9033 1.6214
2 C -0.3361 0.6784 1.3825
3 C -0.3991 -2.8660 -0.8110
4 C -0.4828 1.2734 -1.6303
5 N 1.6198 0.8195 0.2276
6 P 0.2240 0.1776 -0.3189
7 H 1.4164 1.8869 2.0296
8 H 1.6306 0.1503 2.2639
9 H -0.8239 -0.0807 1.9895
10 H -0.9163 1.5992 1.3797
11 H -0.0648 -3.1907 0.1513
12 H -1.4509 -2.7787 -0.9857
13 H 0.2465 -3.0110 -1.6510
14 H -0.3639 2.3088 -1.3175
15 H 0.0676 1.1036 -2.5539
16 H -1.5314 1.0262 -1.7773

Cartesian forces (eV/Å) of the 2 atoms listed first:
0.08 -0.17 -0.10
-0.50 -0.16 -0.08

Here are the Mulliken charges for atoms 1 to 4, given in e: -0.361, -0.494, -1.030, -0.949